[1]
One molecule with the formula C3H5N3 in a non-equilibrium geometry, computed with wB97M-V/def2-TZVPD.

The calculation puts the total energy at -281.52745 hartree. The calculation puts the relative energy (zero: lowest compared OMol25 entry of this formula, charge and spin) at 164.4 kJ/mol. As for the spin multiplicity: 1. As for the frontier orbital gap: 0.3516 Ha.

Each line ends with the Mulliken charge.
Atoms and positions in Å:
N  -0.584  -1.611  1.128  -0.547
N  -0.286  1.272  -0.678  0.114
N  -1.007  0.209  -0.220  -0.751
C  1.001  0.997  -0.700  -0.378
C  -0.098  -0.561  0.271  0.498
C  1.142  -0.163  0.052  -0.383
H  -0.836  1.796  -1.499  0.305
H  -1.633  -1.605  1.081  0.275
H  1.971  -0.923  0.290  0.269
H  -0.264  -1.678  2.095  0.225
H  1.639  1.681  -1.311  0.373



[2]
C13H29F4InN3O5S as an isolated structure in a non-equilibrium geometry, computed with wB97M-V/def2-TZVPD.

The calculation puts the total energy at -2041.01099 hartree. As for the spin multiplicity: 1. As for the frontier orbital gap: 0.2624 Ha. As for the charge: -1.

Each line ends with the Mulliken charge.
Atoms and positions in Å:
In  -1.500  -0.503  -0.573  0.827
S  -0.315  0.226  1.630  0.695
F  1.423  2.327  1.535  -0.252
F  -0.343  2.716  2.709  -0.244
F  -0.469  2.696  0.543  -0.264
F  1.847  -3.140  0.056  -0.344
O  -5.037  0.086  -0.066  -0.512
O  -1.223  0.134  2.775  -0.691
O  2.491  -3.681  -4.496  -0.550
O  1.007  -0.372  1.827  -0.639
O  2.842  5.217  5.827  -0.673
N  -5.482  2.227  0.379  -0.101
N  4.000  -3.162  -6.072  -0.165
N  2.600  3.348  7.041  -0.144
C  2.048  -2.097  -0.882  -0.108
C  1.442  3.503  4.891  -1.135
C  2.346  4.106  5.936  0.568
C  4.901  -3.414  -7.174  -0.833
C  0.155  -0.768  -2.021  -1.244
C  0.950  -2.085  -1.951  0.085
C  -5.865  0.927  0.209  0.807
C  2.112  2.016  7.341  -0.772
C  3.234  -5.490  -5.871  -1.328
C  3.199  -4.048  -5.413  0.741
C  -6.298  3.370  0.713  -0.872
C  -7.336  0.604  0.382  -1.346
C  0.101  2.093  1.606  0.637
H  0.306  -2.949  -1.742  0.292
H  4.236  -5.909  -5.768  0.368
H  4.874  -4.464  -7.448  0.318
H  -7.336  3.071  0.826  0.327
H  2.925  -5.577  -6.913  0.361
H  1.528  2.015  8.264  0.268
H  -4.490  2.363  0.246  0.178
H  3.034  -2.293  -1.329  0.198
H  1.477  1.659  6.537  0.309
H  1.328  4.195  4.065  0.325
H  2.941  1.315  7.455  0.270
H  -2.408  -1.949  -0.229  -0.365
H  0.460  3.291  5.315  0.388
H  -6.247  4.132  -0.069  0.282
H  0.827  0.099  -1.979  0.344
H  -5.971  3.824  1.652  0.280
H  3.929  -2.221  -5.718  0.225
H  4.619  -2.826  -8.051  0.278
H  1.861  2.570  4.514  0.371
H  -0.355  -0.730  -2.996  0.368
H  2.547  -6.054  -5.247  0.267
H  1.434  -2.279  -2.920  -0.032
H  -7.674  0.852  1.389  0.350
H  2.090  -1.159  -0.317  0.162
H  5.928  -3.158  -6.905  0.278
H  3.207  3.795  7.708  0.222
H  -7.946  1.155  -0.336  0.350
H  -7.463  -0.461  0.216  0.287
H  -2.490  0.856  -1.096  -0.411



[3]
A 2-piece molecular cluster, C4H6NO overall in a non-equilibrium geometry, computed with wB97M-V/def2-TZVPD.

The calculation puts the total energy at -285.47551 hartree. The calculation puts the relative energy (zero: lowest compared OMol25 entry of this formula, charge and spin) at 647.7 kJ/mol. As for the spin multiplicity: 1. As for the frontier orbital gap (spin up / spin down): 0.2315 / 0.2280 Ha. As for the charge: +1.

Each line ends with the Mulliken charge.
Atoms and positions in Å:
O  1.995  0.882  0.145  0.016
N  -1.392  0.562  -0.473  -0.211
C  -2.707  0.223  -0.196  -0.631
C  -0.421  0.289  0.316  0.048
C  4.194  -0.230  -0.357  -0.399
C  0.887  0.651  0.147  0.454
H  -0.534  -0.255  1.275  0.322
H  4.809  -0.658  0.439  0.240
H  4.802  0.230  -1.141  0.236
H  -2.882  -0.324  0.735  0.344
H  -3.102  -0.327  -1.061  0.286
H  -3.282  1.160  -0.215  0.295



[4]
C17H22AuNO4S as an isolated structure in a non-equilibrium geometry, computed with wB97M-V/def2-TZVPD.

The calculation puts the total energy at -1550.21276 hartree. As for the spin multiplicity: 2. As for the frontier orbital gap (spin up / spin down): 0.2770 / 0.2065 Ha. As for the charge: +1. As for the expectation value of S²: 0.759.

Each line ends with the Mulliken charge.
Atoms and positions in Å:
Au  -0.210  0.100  0.476  1.015
S  0.896  -0.695  3.370  0.405
O  -0.304  -0.510  2.448  -0.690
O  1.932  0.334  -0.212  -0.612
O  -1.264  -1.703  -0.514  -0.712
O  -0.648  1.168  -1.185  -0.431
N  -1.897  -1.348  -1.587  0.370
C  -0.707  3.438  -1.870  -1.564
C  0.015  -3.282  2.768  -0.818
C  2.159  3.171  -2.438  -0.703
C  0.140  -0.406  5.032  -0.539
C  3.515  3.057  -2.764  -0.765
C  2.306  1.085  -1.164  0.814
C  4.238  1.915  -2.427  -0.278
C  0.072  2.177  -1.590  1.272
C  -3.238  -0.546  -3.858  -0.185
C  -1.334  -1.534  -2.794  -0.026
C  1.170  -2.520  3.382  -0.593
C  1.479  2.166  -1.732  0.031
C  3.639  0.942  -1.643  -0.775
C  -3.802  -0.376  -2.601  -0.829
C  -1.985  -1.144  -3.940  -0.765
C  -1.023  -1.307  5.377  -1.105
C  -3.112  -0.781  -1.483  0.051
H  4.198  0.091  -1.288  0.429
H  -1.716  3.304  -1.484  0.365
H  0.304  -4.318  2.610  0.382
H  5.265  1.804  -2.737  0.412
H  1.368  -2.804  4.412  0.454
H  -0.228  4.268  -1.351  0.450
H  -1.750  -1.295  4.570  0.281
H  -0.860  -3.269  3.410  0.260
H  -0.263  -2.853  1.806  0.100
H  -4.775  0.070  -2.478  0.431
H  3.995  3.866  -3.297  0.383
H  0.963  -0.495  5.736  0.455
H  1.621  4.042  -2.775  0.371
H  -0.711  -2.332  5.564  0.265
H  -0.354  -1.989  -2.784  0.453
H  -0.761  3.667  -2.933  0.398
H  -3.473  -0.663  -0.472  0.454
H  -3.753  -0.227  -4.749  0.430
H  -1.508  -1.305  -4.891  0.427
H  -1.506  -0.941  6.280  0.387
H  2.084  -2.654  2.802  0.444
H  -0.181  0.634  4.995  0.402



[5]
C23H19F6N3O5Rh as an isolated structure, computed with wB97M-V/def2-TZVPD.

The calculation puts the total energy at -2137.82506 hartree. The calculation puts the relative energy (zero: lowest compared OMol25 entry of this formula, charge and spin) at 3.5 kJ/mol. As for the spin multiplicity: 5. As for the frontier orbital gap (spin up / spin down): 0.3145 / 0.2248 Ha. As for the charge: +1. As for the expectation value of S²: 6.009.

Each line ends with the Mulliken charge.
Atoms and positions in Å:
Rh  1.246  -2.057  -0.002  0.675
F  2.292  -4.497  1.388  -0.248
F  1.040  -3.183  2.627  -0.261
F  4.216  -2.554  1.263  -0.235
F  2.949  -1.199  2.394  -0.231
F  -3.166  2.486  2.674  -0.338
F  3.710  -3.010  3.319  -0.235
O  -4.364  -4.606  -2.284  -0.607
O  2.531  -0.915  -1.021  -0.620
O  -4.612  -5.517  1.714  -0.517
O  4.186  0.539  -0.677  -0.581
O  0.285  -0.301  0.537  -0.983
N  -0.067  -2.855  -1.505  0.084
N  -3.592  -4.873  -0.181  -0.167
N  1.591  3.570  0.148  0.259
C  3.263  -2.491  2.187  0.688
C  -2.107  -4.020  -1.907  -0.066
C  2.874  5.081  -1.375  -1.731
C  0.895  5.924  -0.097  -0.994
C  -0.520  -3.698  -3.676  -0.900
C  2.078  4.974  -0.082  0.462
C  3.026  0.244  -0.597  0.210
C  -1.737  -4.189  -3.235  -0.140
C  -3.459  -4.532  -1.474  0.203
C  -0.058  1.983  0.920  0.708
C  2.360  2.551  -0.213  -0.732
C  0.755  0.893  0.426  1.966
C  0.296  -3.037  -2.779  -0.245
C  -0.412  4.361  1.299  0.911
C  0.371  3.310  0.778  -0.612
C  2.005  1.225  -0.103  -0.100
C  2.002  -3.218  1.674  0.449
C  0.062  5.782  1.164  -0.948
C  -1.271  1.698  1.568  -0.976
C  -1.249  -3.336  -1.074  -0.084
C  -2.009  2.732  2.053  0.037
C  -1.595  4.058  1.925  -0.726
C  -4.859  -5.362  0.335  -0.369
H  0.666  6.050  2.036  0.317
H  0.279  5.722  -0.979  0.348
H  -2.813  -4.934  0.453  0.256
H  2.721  5.226  0.764  0.134
H  1.254  -2.626  -3.071  0.523
H  2.303  4.678  -2.215  0.412
H  -1.513  -3.121  -0.046  0.630
H  3.841  4.584  -1.332  0.533
H  -1.599  0.675  1.682  0.554
H  -0.205  -3.817  -4.703  0.436
H  -5.640  -4.632  0.125  0.284
H  -0.793  6.457  1.149  0.471
H  -5.124  -6.303  -0.151  0.296
H  -2.421  -4.697  -3.904  0.502
H  3.067  6.136  -1.570  0.425
H  1.282  6.938  -0.192  0.398
H  -5.376  -5.924  2.134  0.313
H  3.332  2.780  -0.624  0.629
H  -2.215  4.848  2.332  0.531



[6]
C28H29GdN3Si as an isolated structure in a non-equilibrium geometry, computed with wB97M-V/def2-TZVPD.

The calculation puts the total energy at -2303.28550 hartree. The calculation puts the relative energy (zero: lowest compared OMol25 entry of this formula, charge and spin) at 678.2 kJ/mol. As for the spin multiplicity: 8. As for the frontier orbital gap (spin up / spin down): 0.1105 / 0.1797 Ha. As for the charge: +1. As for the expectation value of S²: 15.911.

Each line ends with the Mulliken charge.
Atoms and positions in Å:
Gd  -1.306  -0.242  0.947  0.659
Si  -0.283  -1.387  -3.812  -0.202
N  -0.781  -2.849  3.488  -0.147
N  -0.100  -2.212  1.335  -0.081
N  -1.401  -0.580  3.293  -0.273
C  -1.363  0.035  -4.274  0.597
C  -0.915  2.222  1.024  -0.701
C  0.865  0.839  0.509  -0.779
C  -3.200  1.556  -3.791  -0.684
C  3.609  -2.487  -4.674  -0.671
C  -0.552  -1.386  5.390  -0.634
C  0.242  1.569  1.564  -0.440
C  0.269  -4.886  0.620  -0.595
C  1.467  -1.398  -4.353  0.662
C  -0.202  -4.563  1.887  -0.708
C  -0.354  -3.210  2.215  0.561
C  -2.489  0.386  -3.503  -0.287
C  -1.623  0.646  3.875  -0.261
C  0.466  -2.540  0.130  -0.430
C  0.106  1.049  -0.681  -0.032
C  -0.982  0.846  -5.352  -0.280
C  -1.600  -3.044  -3.786  -0.977
C  2.215  -2.564  -4.586  -0.303
C  3.528  -0.097  -4.274  -0.776
C  2.133  -0.162  -4.207  -0.226
C  -2.798  2.372  -4.856  -0.465
C  -1.693  2.013  -5.639  -0.618
C  -1.262  0.897  5.192  -0.735
C  0.644  -3.861  -0.263  -0.767
C  -0.900  -1.574  4.057  0.683
C  -0.998  1.894  -0.367  -0.793
C  -0.711  -0.130  5.965  -0.365
C  4.269  -1.261  -4.503  -0.408
H  1.688  -3.519  -4.681  0.328
H  -1.370  -4.103  -3.964  0.446
H  0.342  -5.922  0.306  0.412
H  -0.122  0.546  -5.954  0.407
H  -0.065  -1.067  -2.375  0.116
H  -1.719  2.286  -1.093  0.500
H  -1.574  2.915  1.561  0.547
H  -1.412  1.902  5.593  0.404
H  0.804  -1.699  -0.488  0.484
H  -4.065  1.845  -3.188  0.421
H  1.804  0.287  0.580  0.433
H  1.559  0.747  -4.012  0.289
H  4.200  -3.382  -4.876  0.386
H  -0.159  -2.252  5.915  0.342
H  -2.130  1.400  3.258  0.435
H  -1.632  -2.628  -4.821  0.262
H  0.393  0.717  -1.673  0.715
H  -0.488  -5.306  2.633  0.341
H  1.049  -4.065  -1.256  0.515
H  5.358  -1.204  -4.586  0.381
H  4.032  0.861  -4.143  0.395
H  -2.568  -2.895  -3.308  0.354
H  -0.707  -3.594  4.170  0.260
H  -2.787  -0.263  -2.679  0.225
H  -0.742  -2.735  -3.002  0.358
H  -3.344  3.290  -5.074  0.391
H  -1.376  2.651  -6.467  0.399
H  0.651  1.687  2.569  0.501
H  -0.423  0.044  6.996  0.430